{"formula": "C47H59BClN14OPbSTe", "method": "the ωB97M-V functional and the def2-TZVPD basis", "homo_energy_ev": [-11.70, -11.70], "mol_weight_g_mol": 1249.2, "total_energy_ev": -109167.625, "spin_multiplicity": 2, "charge": 2, "gap_ev": [6.38, 2.57], "symbols": ["Pb", "C", "C", "C", "C", "N", "N", "B", "N", "C", "C", "C", "C", "N", "N", "C", "C", "C", "C", "N", "N", "C", "C", "C", "C", "N", "H", "H", "H", "H", "H", "H", "H", "H", "H", "H", "H", "H", "H", "H", "H", "H", "H", "H", "H", "H", "C", "N", "C", "C", "C", "C", "C", "N", "C", "C", "C", "C", "C", "C", "H", "H", "H", "H", "H", "H", "H", "H", "H", "H", "H", "S", "C", "N", "C", "C", "C", "C", "C", "O", "C", "C", "C", "C", "C", "C", "Cl", "C", "C", "C", "N", "C", "N", "C", "N", "H", "H", "H", "H", "H", "H", "H", "H", "H", "H", "H", "H", "H", "H", "H", "H", "H", "H", "H", "H", "H", "H", "C", "Te", "C", "H", "H", "H", "H", "H", "H"], "coordinates": [[-0.47108, 1.10387, 0.92454], [-2.90083, 0.85815, 3.77988], [-3.07949, 2.06193, 2.92329], [-3.96688, 3.12756, 3.09644], [-3.81656, 3.90601, 1.96782], [-2.89601, 3.33815, 1.17411], [-2.42048, 2.21642, 1.77307], [-2.44436, 3.67216, -0.27276], [-0.94905, 4.06076, -0.20186], [-0.41548, 5.28955, -0.23794], [0.95967, 5.17332, -0.21878], [1.21051, 3.80218, -0.14568], [2.52349, 3.09757, -0.15489], [0.04765, 3.14484, -0.11746], [-2.66999, 2.38661, -1.12227], [-3.53619, 2.22009, -2.13613], [-3.59295, 0.87879, -2.44740], [-2.71521, 0.26024, -1.55026], [-2.43907, -1.19379, -1.37568], [-2.16024, 1.18700, -0.77122], [-3.22187, 4.78240, -0.95344], [-4.56243, 5.02543, -0.99002], [-4.82342, 5.81420, -2.07427], [-3.56067, 6.02092, -2.68914], [-3.24655, 6.78365, -3.92654], [-2.62398, 5.38970, -2.00841], [-2.96365, 1.12715, 4.83197], [-3.69078, 0.13459, 3.57329], [-1.93968, 0.38577, 3.56762], [-4.62604, 3.29757, 3.92910], [-4.30007, 4.82925, 1.69870], [-1.03051, 6.16881, -0.27369], [1.67774, 5.97321, -0.25824], [3.02666, 3.27139, -1.10654], [3.16847, 3.47568, 0.63724], [2.39238, 2.02366, -0.01620], [-4.07302, 3.04009, -2.58257], [-4.18675, 0.40965, -3.21199], [-2.53429, -1.70465, -2.33124], [-1.44161, -1.35703, -0.97075], [-3.16081, -1.63418, -0.68351], [-5.23838, 4.60721, -0.26272], [-5.76968, 6.22482, -2.38164], [-3.87887, 7.66542, -4.01216], [-2.19958, 7.07832, -3.93110], [-3.43087, 6.16369, -4.80592], [0.06523, 3.64803, 3.30911], [0.58997, 2.33600, 2.92377], [1.81951, 2.09915, 3.20260], [2.57889, 0.90902, 2.93334], [3.89522, 1.00434, 2.45752], [4.29671, -0.28045, 2.10665], [3.23963, -1.11456, 2.44970], [2.18609, -0.41963, 2.94530], [-0.25870, 3.78692, 4.78385], [-0.23646, 5.03786, 5.38927], [-0.57183, 5.17318, 6.72807], [-0.93882, 4.06239, 7.47348], [-0.96997, 2.81223, 6.87508], [-0.62561, 2.67966, 5.53839], [-0.84576, 3.82352, 2.73466], [0.77964, 4.43159, 3.03132], [2.42822, 2.91337, 3.61328], [4.45490, 1.92094, 2.35426], [5.24654, -0.58439, 1.69859], [3.20463, -2.19356, 2.37699], [0.05043, 5.91103, 4.81540], [-0.54454, 6.14853, 7.19498], [-1.19530, 4.16808, 8.51868], [-1.26978, 1.94029, 7.44341], [-0.63698, 1.71415, 5.05859], [-0.69145, -2.21445, 3.04283], [-1.90150, -2.42338, 4.19436], [-2.74291, -2.57852, 4.96736], [-1.16129, -4.16063, -3.40833], [-0.42170, -3.82849, -4.71013], [-0.59336, -2.33854, -5.03867], [-1.07219, -4.62043, -5.85470], [1.10732, -4.18295, -4.62232], [1.71034, -4.08280, -5.90255], [1.29403, -5.60634, -4.02912], [2.63201, -6.32529, -4.38784], [3.85468, -5.85470, -3.68299], [4.00466, -6.04718, -2.28366], [5.08633, -5.54018, -1.62264], [6.05512, -4.81997, -2.34302], [7.35734, -4.11861, -1.51461], [5.96499, -4.67138, -3.74510], [4.88385, -5.19108, -4.39714], [1.92209, -3.10828, -3.85487], [1.59323, -2.85622, -2.46911], [1.09003, -1.73811, -1.92042], [1.03151, -1.84824, -0.60821], [1.53305, -3.08860, -0.39403], [1.89040, -3.72444, -1.48758], [-2.18739, -3.80002, -3.48366], [-0.70216, -3.68813, -2.54051], [-1.20291, -5.23530, -3.23023], [-1.61387, -2.14990, -5.37060], [0.07829, -2.04491, -5.84616], [-0.40505, -1.70202, -4.17316], [-2.15073, -4.47026, -5.82525], [-0.90062, -5.69565, -5.77780], [-0.72174, -4.26817, -6.82559], [1.31748, -4.73069, -6.49901], [0.50299, -6.24930, -4.41230], [1.18966, -5.54446, -2.94706], [2.79523, -6.26344, -5.46196], [2.48677, -7.37796, -4.12333], [3.25626, -6.60191, -1.73602], [5.20454, -5.68144, -0.55798], [6.74055, -4.15110, -4.28967], [4.79941, -5.08220, -5.47032], [1.83463, -2.16991, -4.39632], [2.96113, -3.42514, -3.90969], [0.78380, -0.87230, -2.48539], [1.65030, -3.52959, 0.58192], [0.31780, -3.44100, 6.00599], [1.20725, -2.13262, 4.52727], [0.79090, -0.49796, 5.80043], [-0.68818, -3.13376, 6.28306], [0.95654, -3.39445, 6.89027], [0.29982, -4.47077, 5.65251], [1.32075, -0.69804, 6.73149], [-0.27881, -0.46174, 6.00115], [1.15973, 0.41712, 5.34946]], "forces_ev_per_angstrom": [[0.3, -0.5, 0.3], [0.0, 0.0, -0.1], [-0.1, 0.2, 0.0], [0.0, 0.0, 0.0], [0.0, 0.0, 0.1], [-0.3, 0.1, 0.1], [-0.1, 0.0, 0.0], [0.0, 0.0, -0.3], [0.1, 0.3, 0.0], [0.1, -0.1, 0.1], [0.0, 0.0, 0.1], [0.0, 0.2, 0.0], [-0.2, 0.0, 0.1], [-0.2, -0.3, -0.2], [0.0, 0.0, -0.1], [-0.1, -0.1, -0.2], [0.0, 0.0, 0.0], [-0.1, 0.2, -0.1], [0.0, 0.1, 0.1], [-0.1, -0.1, -0.3], [-0.2, 0.1, 0.3], [-0.1, -0.1, 0.1], [0.1, 0.2, -0.1], [-0.3, -0.3, 0.5], [0.0, 0.0, -0.1], [0.4, 0.1, -0.4], [0.1, -0.1, 0.0], [0.0, 0.0, 0.0], [0.0, 0.0, 0.1], [0.0, 0.0, 0.0], [0.0, 0.0, 0.0], [-0.1, 0.0, -0.1], [0.0, 0.0, 0.0], [0.0, -0.1, 0.0], [0.0, 0.0, 0.0], [0.1, 0.0, 0.0], [0.1, 0.1, 0.1], [0.0, 0.0, 0.0], [0.1, -0.1, 0.0], [0.0, -0.1, 0.0], [0.0, 0.0, 0.0], [0.0, 0.0, 0.0], [-0.1, 0.0, 0.0], [0.1, 0.1, 0.0], [0.0, 0.0, 0.0], [0.0, 0.0, 0.0], [0.1, 0.3, 0.0], [-0.2, -0.3, 0.4], [-0.1, 0.3, -0.1], [0.5, -0.4, -0.1], [-0.3, 0.2, 0.1], [0.1, -0.3, 0.0], [0.0, 0.3, -0.1], [-0.4, 0.1, -0.2], [0.0, -0.1, -0.1], [0.0, 0.0, 0.0], [0.0, 0.0, 0.0], [0.0, 0.0, 0.1], [0.0, 0.0, -0.1], [0.0, 0.1, 0.0], [0.0, 0.1, 0.0], [0.0, 0.0, 0.0], [0.0, 0.1, 0.0], [0.0, 0.0, 0.0], [0.0, 0.0, 0.0], [0.0, 0.0, 0.0], [0.0, 0.0, 0.0], [0.0, 0.0, 0.0], [0.0, 0.0, 0.0], [0.0, 0.0, 0.1], [-0.1, -0.1, 0.0], [0.1, 0.2, -0.2], [-0.3, -0.1, 0.1], [0.0, 0.1, -0.1], [0.1, 0.0, -0.1], [0.0, 0.0, -0.1], [0.1, -0.1, 0.0], [0.1, 0.0, 0.1], [-0.3, 0.0, 0.4], [0.2, -0.1, -0.1], [0.3, 0.3, 0.0], [0.0, 0.1, -0.1], [-0.5, 0.1, -0.2], [0.3, 0.1, 0.4], [-0.5, -0.4, 0.2], [0.6, 0.3, 0.3], [-0.4, -0.3, -0.3], [-0.2, 0.0, -0.5], [0.4, 0.2, 0.0], [0.0, -0.4, -0.3], [0.0, 0.4, 0.0], [0.0, 0.1, 0.1], [-0.1, 0.0, -0.1], [0.0, 0.1, -0.1], [0.2, -0.5, 0.0], [0.0, 0.0, 0.0], [-0.1, 0.0, 0.0], [-0.1, 0.0, 0.0], [0.0, 0.0, 0.0], [0.0, 0.1, 0.0], [-0.1, 0.0, 0.0], [0.0, 0.0, 0.0], [0.0, 0.0, 0.0], [0.0, 0.0, 0.0], [-0.1, 0.1, 0.0], [0.0, 0.0, 0.1], [-0.1, -0.1, 0.0], [0.0, -0.1, 0.0], [0.0, 0.0, 0.0], [-0.1, 0.0, 0.0], [0.0, 0.0, 0.0], [0.0, 0.0, 0.1], [-0.1, 0.0, 0.0], [0.0, 0.0, 0.0], [0.2, 0.2, 0.1], [0.0, 0.0, -0.1], [0.0, 0.0, 0.0], [0.0, 0.0, -0.1], [0.0, -0.1, 0.9], [0.1, 0.0, -0.1], [0.0, 0.1, 0.0], [0.1, 0.1, -0.1], [0.0, 0.1, -0.1], [0.0, -0.1, 0.0], [0.0, -0.1, -0.1], [0.0, -0.1, -0.1]], "mulliken_spin": [0.0001, 0.0000, 0.0000, 0.0000, 0.0000, 0.0000, 0.0000, 0.0000, 0.0000, 0.0000, 0.0000, 0.0000, 0.0000, 0.0000, 0.0000, 0.0000, 0.0000, 0.0000, 0.0000, 0.0000, 0.0000, 0.0000, 0.0000, 0.0000, 0.0000, 0.0000, 0.0000, 0.0000, 0.0000, 0.0000, 0.0000, 0.0000, 0.0000, 0.0000, 0.0000, 0.0000, 0.0000, 0.0000, 0.0000, 0.0000, 0.0000, 0.0000, 0.0000, 0.0000, 0.0000, 0.0000, 0.0000, 0.0001, 0.0000, 0.0000, -0.0001, -0.0002, 0.0000, 0.0000, 0.0000, 0.0000, 0.0000, 0.0000, 0.0000, 0.0000, 0.0000, 0.0000, 0.0000, 0.0000, 0.0003, 0.0000, 0.0000, 0.0000, 0.0000, 0.0000, 0.0000, 0.0000, 0.0000, 0.0000, 0.0001, 0.0042, 0.0010, -0.0005, 0.0148, 0.0003, 0.0261, 0.0786, 0.1373, 0.1196, 0.0240, 0.2783, 0.1400, 0.0626, 0.0646, 0.0194, -0.0016, 0.0005, 0.0000, 0.0014, 0.0061, 0.0000, 0.0000, -0.0007, 0.0004, -0.0001, -0.0002, 0.0002, -0.0003, 0.0000, 0.0002, 0.0009, -0.0057, 0.0031, 0.0335, -0.0029, -0.0016, -0.0021, 0.0028, -0.0011, -0.0031, 0.0003, -0.0003, 0.0000, 0.0000, 0.0000, 0.0000, 0.0000, 0.0000, 0.0000, 0.0000, 0.0000]}